Record 1
C36H27IrN9O4SSe2 as an isolated structure. Source: the Open Molecules 2025 dataset; level of theory: the ωB97M-V functional and the def2-TZVPD basis.

Values from the calculation:
- Charge: +2
- Spin multiplicity: 2
- Orbital gap (spin up / spin down): 5.735 / 5.781 eV

Geometry as XYZ:
```
80
Properties=species:S:1:pos:R:3:mulliken_charge:R:1
Ir -0.638 0.131 0.187 5.37
O 5.383 -3.913 -2.737 -0.36
C 5.394 -2.957 -3.364 0.82
O 5.399 -1.990 -3.975 -0.38
C 3.123 -1.860 -2.060 -1.11
C 2.771 -2.441 -0.882 -1.21
C 1.825 -1.736 -0.117 0.13
N 1.443 -0.519 -0.489 0.08
C 1.875 0.058 -1.612 0.53
C 2.692 -0.649 -2.510 -0.96
C 1.475 1.459 -1.796 0.27
C 2.178 2.331 -2.628 -1.04
C 1.761 3.646 -2.745 -0.76
C 0.642 4.057 -2.038 -1.01
C 0.014 3.136 -1.214 -0.26
N 0.418 1.881 -1.084 0.22
C 1.214 -2.259 1.113 1.43
C 1.754 -3.339 1.808 -0.90
C 1.085 -3.829 2.915 -0.74
C -0.102 -3.225 3.302 -0.99
C -0.546 -2.125 2.585 -0.56
N 0.098 -1.646 1.531 0.36
H 3.178 -3.386 -0.563 0.48
H 2.956 -0.255 -3.480 0.59
H 3.046 1.982 -3.160 0.56
H 2.302 4.338 -3.371 0.47
H 0.264 5.065 -2.113 0.51
H -0.851 3.435 -0.635 0.22
H 2.671 -3.801 1.485 0.47
H 1.482 -4.666 3.466 0.49
H -0.667 -3.590 4.144 0.53
H -1.452 -1.607 2.872 0.45
N -6.203 -5.625 0.255 -0.51
C -5.033 -5.106 -0.169 1.09
C -3.925 -5.033 0.702 -0.74
C -2.740 -4.486 0.265 -0.55
C -2.628 -4.007 -1.035 -0.69
C -3.708 -4.055 -1.905 -0.14
C -4.900 -4.601 -1.480 -1.03
S -1.069 -3.265 -1.486 1.49
O -0.083 -3.703 -0.535 -0.61
O -0.759 -3.394 -2.872 -0.72
N -1.339 -1.663 -1.128 -0.77
C -1.982 -0.924 -2.013 0.19
N -1.892 0.410 -1.781 -0.03
C -2.485 1.242 -2.616 -0.29
C -3.209 0.787 -3.704 -1.19
C -3.260 -0.598 -3.862 -0.41
N -2.689 -1.428 -3.024 -0.38
H -6.254 -6.092 1.145 0.20
H -6.950 -5.783 -0.402 0.20
H -4.012 -5.428 1.703 0.38
H -1.870 -4.438 0.902 0.55
H -3.582 -3.667 -2.902 0.62
H -5.745 -4.664 -2.150 0.39
H -2.362 2.298 -2.402 0.47
H -3.701 1.464 -4.382 0.47
H -3.797 -1.056 -4.682 0.52
Se -2.537 2.678 1.281 0.13
Se -1.907 1.777 3.300 0.07
C 0.006 1.881 3.081 0.11
C 0.724 2.460 4.121 -0.85
C 2.097 2.576 3.998 -0.42
C 2.686 2.114 2.830 -1.06
C 1.887 1.556 1.848 -0.10
N 0.564 1.428 1.963 0.18
C -3.566 1.171 0.675 0.24
C -4.851 1.321 0.184 -0.90
C -5.562 0.170 -0.120 -0.58
C -4.968 -1.064 0.103 -0.83
C -3.669 -1.105 0.583 -0.13
N -2.965 -0.005 0.838 0.04
H 0.201 2.822 4.994 0.48
H 2.684 3.027 4.784 0.45
H 3.750 2.187 2.676 0.50
H 2.333 1.199 0.932 0.31
H -5.280 2.305 0.056 0.52
H -6.574 0.236 -0.489 0.49
H -5.500 -1.981 -0.097 0.45
H -3.176 -2.047 0.769 0.66
```

=====

Record 2
C36H28BF5IrN6S as an isolated structure. Source: the Open Molecules 2025 dataset; level of theory: the ωB97M-V functional and the def2-TZVPD basis.

Values from the calculation:
- Charge: +2
- Spin multiplicity: 2
- Orbital gap (spin up / spin down): 7.029 / 5.244 eV

Geometry as XYZ:
```
78
Properties=species:S:1:pos:R:3:mulliken_charge:R:1
Ir -0.015 -0.111 0.415 -0.25
C -0.007 5.078 1.839 -1.45
C -0.007 3.960 0.857 0.44
C -0.001 4.014 -0.526 -1.35
C 0.000 2.696 -0.980 0.28
N -0.011 1.890 0.098 0.14
N -0.012 2.668 1.223 0.71
B -0.016 2.008 2.628 -1.41
N 1.241 1.096 2.686 0.73
N 1.441 0.245 1.658 0.38
C 2.610 -0.374 1.790 0.01
C 3.204 0.095 2.960 -1.42
C 2.312 1.020 3.500 0.85
C 2.446 1.850 4.728 -1.43
C 3.050 -1.245 0.713 0.80
C 2.544 -1.029 -0.569 -0.03
C 2.920 -1.831 -1.633 -0.62
C 3.836 -2.853 -1.420 -0.66
C 4.362 -3.065 -0.150 -0.77
C 3.978 -2.264 0.913 -1.01
N -1.278 1.104 2.680 0.81
N -1.474 0.249 1.655 0.45
C -2.648 -0.364 1.783 -0.01
C -3.247 0.114 2.946 -1.40
C -2.354 1.038 3.487 0.86
C -2.492 1.874 4.711 -1.45
C -3.088 -1.237 0.708 0.81
C -4.026 -2.246 0.907 -0.97
C -4.412 -3.050 -0.153 -0.75
C -3.877 -2.849 -1.421 -0.62
C -2.951 -1.836 -1.634 -0.68
C -2.574 -1.032 -0.572 -0.06
C 0.014 2.219 -2.375 1.41
C 0.040 3.163 -3.401 -1.06
C 0.056 2.772 -4.730 -0.89
C 0.048 1.427 -5.066 -0.51
C 0.023 0.472 -4.060 -2.12
C 0.006 0.870 -2.734 1.12
H -0.002 6.029 1.312 0.42
H -0.892 5.044 2.474 0.29
H 0.872 5.038 2.482 0.29
H 0.005 4.911 -1.118 0.52
H -0.016 2.810 3.501 0.00
H 4.179 -0.151 3.344 0.60
H 3.430 1.701 5.166 0.42
H 2.324 2.909 4.504 0.28
H 1.695 1.573 5.469 0.28
H 1.906 -0.157 -0.791 0.88
H 2.538 -1.633 -2.625 0.53
H 4.153 -3.473 -2.247 0.46
H 5.077 -3.860 0.013 0.46
H 4.383 -2.448 1.900 0.48
H -4.226 -0.125 3.325 0.60
H -3.480 1.732 5.143 0.42
H -1.748 1.598 5.458 0.28
H -2.364 2.932 4.482 0.28
H -4.438 -2.422 1.893 0.48
H -5.135 -3.838 0.009 0.45
H -4.195 -3.470 -2.247 0.46
H -2.563 -1.645 -2.626 0.54
H -1.927 -0.167 -0.795 0.87
H 0.048 4.218 -3.165 0.37
H 0.076 3.525 -5.507 0.42
H 0.061 1.124 -6.103 0.44
H 0.016 -0.581 -4.309 0.46
H -0.016 0.081 -1.984 1.06
F 0.088 -5.705 5.353 -0.23
C 0.071 -4.944 4.293 0.74
C 0.090 -3.554 4.444 0.02
F 0.129 -3.029 5.655 -0.26
C 0.072 -2.747 3.336 -0.94
F 0.103 -1.438 3.527 -0.23
C 0.032 -3.275 2.029 1.57
S 0.007 -2.450 0.542 -0.20
C 0.018 -4.695 1.921 -0.07
F -0.015 -5.248 0.726 -0.27
C 0.035 -5.516 3.024 0.18
F 0.019 -6.826 2.894 -0.24
```

=====

Record 3
C36H28Cl4N9O5S3W as an isolated structure. Source: the Open Molecules 2025 dataset; level of theory: the ωB97M-V functional and the def2-TZVPD basis.

Values from the calculation:
- Charge: -1
- Spin multiplicity: 3
- Orbital gap (spin up / spin down): 5.400 / 5.825 eV

Geometry as XYZ:
```
86
Properties=species:S:1:pos:R:3:mulliken_charge:R:1
W 0.179 0.166 -0.084 -0.11
C 1.381 5.059 2.827 -0.88
C 0.893 3.946 3.753 -0.65
N -0.321 3.297 3.288 -0.22
C -0.337 2.380 2.287 0.36
S 1.149 1.673 1.763 -0.44
N -1.514 2.081 1.804 -2.09
N -1.539 1.125 0.854 1.67
C -2.737 0.785 0.444 1.57
C -3.962 1.540 0.854 -2.16
C -2.810 -0.425 -0.315 0.16
C -4.020 -0.989 -0.719 -1.26
C -4.028 -2.215 -1.344 -1.12
C -2.817 -2.845 -1.586 -1.15
C -1.654 -2.214 -1.206 -0.58
N -1.629 -1.047 -0.557 1.77
H 2.276 5.524 3.244 0.39
H 0.615 5.825 2.692 0.29
H 1.627 4.640 1.851 0.20
H 0.692 4.336 4.753 0.38
H 1.661 3.178 3.830 0.33
H -1.185 3.808 3.385 0.27
H -3.654 2.367 1.483 0.39
H -4.645 0.899 1.414 0.42
H -4.484 1.921 -0.027 0.39
H -4.935 -0.449 -0.521 0.55
H -4.957 -2.675 -1.654 0.51
H -2.765 -3.798 -2.091 0.62
H -0.695 -2.666 -1.406 0.53
S -0.536 -1.130 2.114 -0.45
C 0.149 -2.501 1.140 0.38
N -0.489 -3.633 0.989 -0.83
N -1.714 -3.725 1.538 0.44
C -2.469 -4.862 1.449 0.44
C -2.000 -6.007 0.790 -0.22
C -2.793 -7.138 0.722 -0.59
C -4.058 -7.161 1.299 -0.50
C -4.526 -6.024 1.947 -0.59
C -3.748 -4.884 2.023 -0.45
N 1.356 -2.328 0.610 -0.57
N 1.822 -1.059 0.659 0.95
C 3.212 -0.984 0.702 0.56
C 3.989 -2.130 0.947 -0.69
C 5.367 -2.045 1.012 -0.65
C 6.016 -0.829 0.852 -0.53
C 5.256 0.311 0.634 -1.23
C 3.876 0.244 0.562 0.26
H -2.053 -2.906 2.036 0.11
H -1.013 -5.975 0.351 0.41
H -2.420 -8.018 0.213 0.35
H -4.670 -8.053 1.248 0.37
H -5.510 -6.028 2.401 0.35
H -4.114 -3.995 2.526 0.38
H 3.481 -3.073 1.080 0.45
H 5.944 -2.945 1.194 0.37
H 7.096 -0.769 0.903 0.38
H 5.744 1.270 0.506 0.38
H 3.311 1.147 0.389 0.37
Cl 4.763 1.540 -4.947 -0.24
C 3.555 0.754 -4.002 0.43
C 3.051 -0.481 -4.393 0.66
Cl 3.622 -1.230 -5.834 -0.25
C 2.074 -1.120 -3.624 0.58
Cl 1.409 -2.636 -4.086 -0.26
C 1.614 -0.524 -2.464 -1.18
O 0.719 -1.041 -1.644 -0.23
C 2.120 0.727 -2.072 0.15
O 1.618 1.192 -0.932 -0.30
C 3.081 1.363 -2.834 0.53
Cl 3.674 2.893 -2.313 -0.25
O -0.484 2.835 -0.684 -0.58
C -1.011 2.327 -1.663 0.32
N -0.817 1.017 -1.950 0.52
S -1.412 0.668 -3.452 1.09
O -2.324 -0.439 -3.444 -0.64
O -0.361 0.642 -4.428 -0.72
C -2.330 2.191 -3.613 0.40
C -3.272 2.576 -4.540 -0.85
C -3.861 3.826 -4.382 -0.53
C -3.492 4.657 -3.327 -0.59
C -2.537 4.260 -2.403 -0.51
C -1.967 3.007 -2.557 -0.13
H -3.541 1.921 -5.359 0.50
H -4.613 4.154 -5.087 0.40
H -3.965 5.626 -3.225 0.41
H -2.242 4.883 -1.570 0.54
```

=====

Record 4
C36H28IN9O3S2Ti as an isolated structure. Source: the Open Molecules 2025 dataset; level of theory: the ωB97M-V functional and the def2-TZVPD basis.

Values from the calculation:
- Charge: -1
- Spin multiplicity: 2
- Orbital gap (spin up / spin down): 6.263 / 5.946 eV

Geometry as XYZ:
```
80
Properties=species:S:1:pos:R:3:mulliken_charge:R:1
Ti 0.410 -0.419 -0.304 -0.31
C -4.563 0.625 3.870 -1.51
C -3.316 0.857 3.064 0.77
C -3.340 1.558 1.866 -1.24
C -2.191 1.709 1.106 -0.66
C -0.991 1.153 1.520 -0.08
N 0.162 1.210 0.662 2.35
C 0.858 2.427 0.669 -0.06
C 0.532 3.426 1.598 -0.76
C 1.170 4.646 1.624 -1.15
C 2.203 4.937 0.738 0.46
C 2.932 6.251 0.781 -1.72
C 2.556 3.953 -0.163 -0.44
C 1.895 2.731 -0.221 0.45
N 2.338 1.820 -1.220 0.52
C 2.964 2.128 -2.368 -0.02
C 3.396 0.951 -2.939 -1.59
C 2.966 -0.041 -2.062 -0.11
N 2.317 0.488 -1.027 -0.37
C -0.949 0.488 2.747 -0.73
C -2.100 0.343 3.502 0.13
N 0.252 -0.104 3.215 0.87
C 0.393 -1.359 3.709 0.02
C 1.707 -1.492 4.075 -0.94
C 2.284 -0.243 3.768 -0.40
N 1.403 0.593 3.251 -0.78
H -5.410 1.163 3.445 0.39
H -4.802 -0.440 3.888 0.24
H -4.432 0.951 4.904 0.33
H -4.271 1.972 1.498 0.36
H -2.226 2.235 0.162 0.56
H -0.249 3.227 2.316 0.59
H 0.865 5.385 2.356 0.39
H 2.261 7.059 1.075 0.40
H 3.753 6.225 1.502 0.30
H 3.352 6.500 -0.194 0.37
H 3.376 4.135 -0.846 0.48
H 3.016 3.144 -2.714 0.46
H 3.918 0.833 -3.871 0.43
H 3.063 -1.111 -2.151 0.49
H -2.041 -0.200 4.438 0.60
H -0.445 -2.039 3.733 0.24
H 2.189 -2.368 4.471 0.42
H 3.307 0.073 3.892 0.42
S -3.218 0.516 -2.132 -0.43
C -1.743 1.315 -2.310 0.75
S -0.217 0.412 -2.493 -0.62
C -1.647 2.699 -2.417 0.76
C -0.426 3.377 -2.698 0.06
N 0.540 3.953 -2.960 -0.67
C -2.801 3.529 -2.302 -0.25
N -3.705 4.235 -2.189 -0.66
O 3.299 -2.978 1.015 -0.74
C 2.385 -2.466 0.406 0.36
O 1.723 -1.410 0.747 0.10
C 1.877 -3.103 -0.877 0.22
C 2.501 -4.264 -1.371 -0.97
C 1.984 -4.845 -2.487 -0.90
C 0.807 -4.319 -3.066 1.42
C 0.174 -4.943 -4.167 -0.82
C -1.009 -4.461 -4.644 -0.64
C -1.614 -3.342 -4.031 -1.31
C -1.016 -2.703 -2.983 -0.08
C 0.229 -3.162 -2.491 -0.19
N 0.834 -2.532 -1.432 1.31
H 3.364 -4.641 -0.842 0.63
H 2.438 -5.728 -2.922 0.42
H 0.638 -5.818 -4.605 0.39
H -1.496 -4.944 -5.482 0.39
H -2.567 -2.977 -4.391 0.49
H -1.490 -1.846 -2.529 0.08
N -3.059 -2.209 -0.271 0.05
C -1.895 -2.361 0.355 0.94
O -1.070 -1.345 0.276 0.71
C -1.547 -3.501 1.079 -2.59
I -3.145 -3.351 3.322 -0.33
H -3.214 -1.350 -0.805 -0.20
H -3.806 -2.853 -0.083 0.26
H -0.572 -3.530 1.542 0.44
H -2.050 -4.431 0.873 0.47
```

=====

Record 5
C36H28MnOP2S4Sb as an isolated structure. Source: the Open Molecules 2025 dataset; level of theory: the ωB97M-V functional and the def2-TZVPD basis.

Values from the calculation:
- Charge: +1
- Spin multiplicity: 6
- Orbital gap (spin up / spin down): 7.193 / 7.069 eV

Geometry as XYZ:
```
73
Properties=species:S:1:pos:R:3:mulliken_charge:R:1
Mn 0.577 -0.571 0.050 -0.21
O -1.531 0.286 0.434 -0.47
S -1.552 1.794 0.294 -0.07
C -0.077 2.387 1.161 1.06
C 0.241 3.719 0.937 -0.99
C 1.166 4.368 1.737 -0.97
C 1.734 3.700 2.807 -0.94
C 1.426 2.369 3.023 -0.70
C 0.548 1.660 2.198 1.27
P 0.307 -0.137 2.558 0.78
C 1.902 -0.925 2.069 0.10
C 3.188 -0.383 2.144 -0.39
C 4.280 -1.116 1.711 -0.77
C 4.114 -2.402 1.205 -0.63
C 2.851 -2.965 1.131 -0.83
C 1.749 -2.227 1.554 0.04
C 0.287 -0.203 4.370 0.33
C -0.878 0.240 4.998 -0.55
C -0.967 0.232 6.379 -0.68
C 0.098 -0.235 7.141 -0.50
C 1.249 -0.692 6.519 -0.78
C 1.347 -0.676 5.134 -0.11
C -1.312 2.062 -1.456 0.32
C -1.535 3.355 -1.901 -0.70
C -1.448 3.657 -3.252 -0.89
C -1.168 2.647 -4.148 -0.80
C -1.006 1.339 -3.705 -0.72
C -1.093 1.001 -2.357 0.88
P -0.902 -0.783 -1.898 1.25
C -2.574 -1.434 -1.660 0.89
C -3.694 -0.744 -2.112 -0.19
C -4.961 -1.286 -1.941 -0.84
C -5.110 -2.517 -1.320 -0.51
C -3.993 -3.208 -0.866 -0.72
C -2.729 -2.667 -1.033 -0.50
C -0.317 -1.600 -3.409 0.36
C 1.050 -1.813 -3.572 -0.39
C 1.528 -2.460 -4.704 -0.80
C 0.643 -2.907 -5.672 -0.52
C -0.724 -2.708 -5.513 -0.75
C -1.202 -2.061 -4.386 0.05
H -0.226 4.265 0.133 0.08
H 1.420 5.398 1.528 0.43
H 2.425 4.209 3.466 0.44
H 1.861 1.862 3.876 0.46
H 3.332 0.624 2.507 0.60
H 5.268 -0.678 1.757 0.46
H 4.975 -2.963 0.868 0.43
H 2.716 -3.967 0.747 0.49
H 0.762 -2.691 1.555 0.65
H -1.716 0.592 4.406 0.41
H -1.870 0.582 6.861 0.41
H 0.024 -0.247 8.220 0.39
H 2.075 -1.063 7.111 0.42
H 2.250 -1.037 4.658 0.35
H -1.792 4.134 -1.195 0.64
H -1.598 4.672 -3.590 0.40
H -1.092 2.863 -5.205 0.46
H -0.808 0.567 -4.435 0.44
H -3.584 0.219 -2.595 0.47
H -5.829 -0.746 -2.292 0.44
H -6.097 -2.938 -1.186 0.40
H -4.111 -4.166 -0.379 0.43
H -1.863 -3.214 -0.675 0.40
H 1.755 -1.463 -2.826 0.17
H 2.591 -2.618 -4.824 0.44
H 1.014 -3.417 -6.551 0.40
H -1.416 -3.062 -6.265 0.43
H -2.269 -1.922 -4.262 0.45
S 1.637 4.510 -2.309 -0.52
Sb 3.075 2.848 -2.476 0.40
S 2.128 0.714 -1.122 -0.02
S 3.445 2.039 -0.154 -0.26
```

=====

Record 6
C36H28N6O2SY as an isolated structure. Source: the Open Molecules 2025 dataset; level of theory: the ωB97M-V functional and the def2-TZVPD basis.

Values from the calculation:
- Charge: +1
- Orbital gap (spin up / spin down): 5.632 / 5.649 eV

Geometry as XYZ:
```
74
Properties=species:S:1:pos:R:3:mulliken_charge:R:1
Y -0.544 -0.688 -0.034 0.56
O 4.626 -1.487 -5.694 -0.48
C 5.071 -1.906 -4.495 0.47
O 6.130 -2.453 -4.401 -0.53
C 4.197 -1.666 -3.290 1.00
C 4.675 -2.158 -2.077 -1.07
C 3.957 -1.993 -0.910 -1.00
C 2.733 -1.328 -0.940 0.98
C 2.261 -0.830 -2.144 -0.47
C 2.983 -0.997 -3.315 -0.97
N 1.900 -1.111 0.203 0.80
C 2.302 -1.389 1.379 -0.42
C 1.440 -1.155 2.545 0.44
C 1.915 -1.401 3.817 -0.80
C 1.075 -1.158 4.901 -0.49
C -0.197 -0.683 4.661 -0.89
C -0.603 -0.468 3.347 -0.01
N 0.196 -0.696 2.307 0.32
H 3.761 -1.072 -5.628 0.30
H 5.622 -2.678 -2.074 0.50
H 4.358 -2.410 0.003 0.43
H 1.332 -0.269 -2.195 0.32
H 2.566 -0.582 -4.225 0.20
H 3.290 -1.794 1.583 0.22
H 2.918 -1.778 3.961 0.48
H 1.417 -1.342 5.910 0.46
H -0.888 -0.483 5.467 0.43
H -1.599 -0.115 3.109 0.43
S -2.911 0.091 0.704 -0.45
C -2.633 1.831 0.791 0.37
N -3.609 2.557 1.316 -0.50
N -3.512 3.836 1.392 0.31
C -4.561 4.618 1.942 0.77
C -5.677 4.017 2.509 -0.34
C -6.674 4.829 3.022 -0.52
C -6.560 6.214 2.975 -0.54
C -5.437 6.794 2.407 -0.56
C -4.430 5.997 1.883 -0.53
N -1.559 2.505 0.316 -0.41
N -0.585 1.844 -0.159 0.01
C 0.443 2.679 -0.703 0.08
C 1.753 2.225 -0.641 0.14
C 2.782 2.982 -1.181 -0.84
C 2.500 4.194 -1.791 -0.55
C 1.186 4.644 -1.857 -0.62
C 0.154 3.894 -1.319 -0.37
H -2.650 4.286 1.093 0.29
H -5.760 2.941 2.535 0.44
H -7.552 4.376 3.462 0.36
H -7.346 6.836 3.379 0.38
H -5.344 7.871 2.362 0.36
H -3.557 6.450 1.428 0.34
H 1.983 1.301 -0.127 0.45
H 3.803 2.627 -1.117 0.45
H 3.297 4.789 -2.217 0.41
H 0.965 5.585 -2.344 0.39
H -0.870 4.229 -1.400 0.48
C 0.539 -5.616 -3.312 -0.59
C 0.456 -4.224 -3.531 -0.87
C 0.043 -3.403 -2.520 -0.38
C -0.306 -3.899 -1.238 1.25
C -0.708 -3.008 -0.186 -0.06
C -1.072 -3.596 1.012 -0.25
C -1.073 -5.001 1.204 -1.15
C -0.651 -5.827 0.208 -0.77
C -0.247 -5.299 -1.046 0.84
C 0.187 -6.138 -2.101 -0.80
H 0.867 -6.267 -4.112 0.41
H 0.706 -3.817 -4.503 0.43
H -0.048 -2.337 -2.718 0.31
H -1.421 -2.990 1.849 0.41
H -1.403 -5.420 2.147 0.40
H -0.636 -6.901 0.354 0.39
H 0.230 -7.208 -1.934 0.39
```

=====

Calculated energy above the lowest of the compared OMol25 structures with the same formula, charge and spin (eV), listed in the same order as above: 3.321, 0.082, 0.605, 0.665, 1.856, 0.000
Calculated largest force on an atom (eV/Å), listed in the same order as above: 6.34, 0.83, 2.14, 0.16, 0.62, 0.49
Calculated DFT total energy (eV), listed in the same order as above: -203721.9933, -74652.5413, -145859.1924, -110232.8525, -139605.7190, -62695.4011